The following is a DFT calculation (ωB97M-V/def2-TZVPD) of a gas-phase ion, C7H13N2O4P (charge -2).

Calculated values
energy above the lowest of the compared OMol25 structures with the same formula, charge and spin	18.87	kcal per mole
2S+1	1
orbital gap	5.7	eV
charge	-2
structure (SMILES)	CC(C)OCC[C@](N)(C#N)P(=O)([O-])[O-]

Each line ends with the natural charge from an NBO analysis.
Element x y z (Å)
C1 -1.235 1.395 1.552  0.343
C2 2.538 0.434 -1.368  -0.645
C3 0.872 1.270 -3.050  -0.614
C4 -1.574 -0.631 0.184  -0.449
C5 -0.158 -1.001 -0.390  -0.146
C6 1.033 0.564 -1.672  0.100
C7 -1.448 -0.209 1.635  -0.302
N1 -0.946 2.454 1.223  -0.487
N2 -2.791 -0.439 2.203  -0.880
O1 -0.312 -2.528 2.482  -1.252
O2 1.214 -0.467 2.209  -1.241
O3 -0.475 -0.622 4.139  -1.233
O4 0.235 -0.570 -1.776  -0.577
P1 -0.118 -1.033 2.761  2.377
H1 2.962 -0.319 -2.056  0.173
H2 3.008 1.390 -1.603  0.191
H3 2.806 -0.037 -0.425  0.254
H4 1.498 2.173 -3.062  0.179
H5 -0.136 1.609 -3.388  0.203
H6 1.327 0.631 -3.805  0.186
H7 -2.210 -1.572 0.221  0.220
H8 -1.889 0.177 -0.550  0.207
H9 -0.006 -2.039 -0.541  0.180
H10 0.664 -0.715 0.386  0.282
H11 0.679 1.223 -0.785  0.192
H12 -2.635 -1.362 2.546  0.381
H13 -2.903 0.225 2.931  0.360



The following is a DFT calculation (ωB97M-V/def2-TZVPD) of a molecular structure, C31H41N4O2Tl.

Calculated values
2S+1	1
orbital gap	2.3	eV
charge	-2

Each line ends with the Löwdin charge.
Element x y z (Å)
Tl1 0.546 -2.154 1.016  0.864
C1 2.226 0.614 -4.910  -0.093
C2 2.125 -0.346 -3.682  -0.357
C3 2.262 -1.757 -4.283  -0.086
C4 3.176 0.027 -2.672  -0.178
C5 4.497 -0.144 -3.027  -0.072
C6 5.534 0.176 -2.115  -0.152
C7 5.218 0.569 -0.869  -0.107
C8 3.873 0.799 -0.436  -0.113
C9 3.650 1.393 0.957  -0.370
C10 2.549 2.418 1.185  -0.092
C11 3.517 0.318 2.064  -0.088
C12 2.835 0.509 -1.393  -0.196
N1 1.513 0.460 -0.887  -0.031
C13 0.725 1.407 -1.301  -0.332
C14 -0.701 1.354 -1.296  -0.291
N2 -1.491 0.440 -0.782  0.012
C15 -2.864 0.641 -0.929  -0.179
C16 -3.565 1.808 -0.488  -0.141
C17 -4.799 2.071 -1.110  -0.096
C18 -5.503 1.129 -1.813  -0.154
C19 -4.931 -0.119 -2.018  -0.107
C20 -3.654 -0.407 -1.616  -0.146
C21 -3.139 -1.825 -1.705  -0.380
C22 -2.905 -2.422 -0.328  -0.119
C23 -1.897 -2.083 -2.621  -0.071
C24 -3.090 2.724 0.661  -0.388
C25 -2.379 4.001 0.205  -0.089
C26 -2.360 1.981 1.757  -0.095
H1 1.398 0.388 -5.623  0.068
H2 3.175 0.637 -5.458  0.062
H3 2.058 1.672 -4.641  0.070
H4 1.121 -0.260 -3.196  0.125
H5 3.294 -1.912 -4.651  0.059
H6 1.587 -1.797 -5.142  0.061
H7 1.989 -2.549 -3.570  0.077
H8 4.662 -0.652 -3.995  0.092
H9 6.589 0.131 -2.400  0.078
H10 6.043 0.701 -0.140  0.101
H11 4.610 1.893 1.240  0.115
H12 1.603 1.922 1.451  0.061
H13 2.320 2.996 0.245  0.075
H14 2.837 3.185 1.912  0.062
H15 4.113 -0.548 1.803  0.060
H16 2.498 -0.060 2.220  0.021
H17 3.910 0.620 3.047  0.072
H18 1.094 2.376 -1.807  0.098
H19 -1.045 2.268 -1.812  0.070
H20 -5.055 3.107 -1.139  0.085
H21 -6.458 1.327 -2.274  0.068
H22 -5.494 -0.894 -2.451  0.072
H23 -4.052 -2.309 -2.136  0.115
H24 -2.251 -1.777 0.275  0.007
H25 -2.503 -3.467 -0.381  0.076
H26 -3.832 -2.455 0.269  0.075
H27 -1.012 -1.619 -2.148  0.054
H28 -2.045 -1.684 -3.658  0.080
H29 -1.721 -3.133 -2.756  0.042
H30 -3.973 3.083 1.219  0.118
H31 -1.359 3.815 -0.142  0.062
H32 -2.341 4.705 0.989  0.039
H33 -2.938 4.522 -0.600  0.072
H34 -1.329 1.600 1.468  0.086
H35 -2.979 1.126 2.016  0.072
H36 -2.318 2.621 2.651  0.071
C27 -0.269 -4.174 6.019  -0.077
N3 -0.253 -2.952 5.268  -0.086
C28 -0.800 -1.769 5.856  -0.070
C29 -0.645 -0.576 5.261  0.004
C30 0.132 -0.529 3.977  -0.526
O1 0.490 0.544 3.495  0.007
N4 0.432 -1.711 3.388  -0.020
C31 0.302 -2.927 3.959  -0.566
O2 0.668 -3.983 3.384  -0.112
H37 -1.279 -4.522 6.259  0.079
H38 0.256 -4.027 6.979  0.084
H39 0.193 -4.937 5.376  0.083
H40 -1.323 -1.947 6.802  0.112
H41 -1.065 0.350 5.725  0.114



The following is a DFT calculation (ωB97M-V/def2-TZVPD) of a molecular structure, C32H85LiO11.

Calculated values
energy above the lowest of the compared OMol25 structures with the same formula, charge and spin	27.52	kcal per mole
2S+1	1
orbital gap	8.4	eV
charge	0

Each line ends with the Löwdin charge.
Element x y z (Å)
Li1 -3.362 -1.537 1.229  0.742
C1 -0.038 0.730 -0.046  -0.101
C2 -0.954 -0.487 0.010  -0.480
O1 -2.191 -0.146 0.465  -0.392
H1 -0.442 1.494 -0.714  0.056
H2 0.986 0.438 -0.326  0.061
H3 0.035 1.172 0.955  0.065
H4 -0.460 -1.245 0.683  0.084
H5 -0.967 -1.012 -0.974  0.089
C3 -3.778 4.484 1.820  -0.058
C4 -3.447 3.419 0.817  -0.412
C5 -2.942 3.963 -0.506  -0.053
O2 -2.341 2.592 1.467  -0.140
H6 -4.644 5.077 1.519  0.086
H7 -2.932 5.174 1.886  0.086
H8 -3.947 4.017 2.785  0.079
H9 -4.290 2.705 0.692  0.139
H10 -2.187 4.730 -0.316  0.079
H11 -3.753 4.388 -1.113  0.090
H12 -2.483 3.180 -1.097  0.044
H13 -2.210 1.703 0.997  0.061
C6 5.497 1.205 -2.192  -0.044
C7 4.518 1.484 -1.054  -0.454
C8 4.775 0.593 0.154  -0.039
O3 4.665 2.875 -0.650  -0.078
H14 5.144 1.704 -3.097  0.082
H15 5.514 0.144 -2.461  0.081
H16 6.499 1.513 -1.901  0.083
H17 3.487 1.375 -1.381  0.103
H18 5.812 0.716 0.478  0.090
H19 4.619 -0.456 -0.111  0.075
H20 4.090 0.859 0.954  0.060
H21 5.553 2.990 -0.280  0.105
C9 -2.671 -2.604 -5.793  -0.066
C10 -2.801 -3.162 -4.382  -0.459
C11 -1.572 -2.747 -3.595  -0.079
O4 -4.034 -2.658 -3.787  -0.077
H22 -3.374 -3.060 -6.499  0.077
H23 -1.675 -2.730 -6.234  0.076
H24 -2.923 -1.536 -5.781  0.076
H25 -2.864 -4.254 -4.395  0.136
H26 -0.647 -3.126 -4.045  0.081
H27 -1.644 -3.146 -2.586  0.067
H28 -1.506 -1.656 -3.615  0.067
H29 -3.894 -1.716 -3.545  0.036
C12 1.126 4.081 -0.115  -0.050
C13 2.049 4.825 0.864  -0.466
C14 2.434 3.993 2.074  -0.057
O5 3.240 5.205 0.150  -0.080
H30 1.557 3.135 -0.456  0.063
H31 0.957 4.718 -0.983  0.081
H32 0.172 3.859 0.382  0.063
H33 1.564 5.714 1.270  0.133
H34 1.548 3.443 2.437  0.066
H35 2.663 4.662 2.907  0.081
H36 3.231 3.274 1.910  0.060
H37 3.694 4.347 -0.041  0.045
C15 3.511 1.069 4.420  -0.045
C16 2.861 -0.307 4.423  -0.490
C17 1.700 -0.404 3.451  -0.046
O6 3.856 -1.280 4.135  -0.042
H38 2.773 1.818 4.729  0.078
H39 3.901 1.336 3.438  0.063
H40 4.296 1.152 5.174  0.082
H41 2.448 -0.456 5.440  0.137
H42 0.785 0.077 3.816  0.022
H43 1.418 -1.458 3.315  0.074
H44 1.907 -0.004 2.453  0.082
H45 3.412 -2.127 4.009  0.081
C18 3.033 -3.471 -1.067  -0.059
C19 1.941 -4.282 -0.466  -0.508
C20 0.820 -4.419 -1.466  -0.063
O7 2.459 -5.558 -0.070  -0.047
H46 3.773 -3.125 -0.349  0.081
H47 2.641 -2.588 -1.585  0.046
H48 3.528 -4.097 -1.817  0.096
H49 1.586 -3.758 0.421  0.130
H50 1.149 -4.918 -2.391  0.095
H51 0.364 -3.466 -1.723  0.049
H52 0.021 -5.077 -1.097  0.082
H53 2.471 -6.128 -0.848  0.086
C21 -0.519 1.674 4.654  -0.065
C22 -1.490 0.653 4.131  -0.525
C23 -1.750 -0.387 5.207  -0.061
O8 -2.741 1.229 3.790  -0.068
H54 0.280 1.167 5.214  0.067
H55 -1.040 2.336 5.347  0.097
H56 -0.031 2.247 3.866  0.073
H57 -1.017 0.102 3.292  0.118
H58 -2.468 -1.148 4.916  0.065
H59 -2.144 0.117 6.103  0.093
H60 -0.803 -0.831 5.541  0.072
H61 -2.557 1.891 3.058  0.058
C24 -3.136 1.511 -3.145  -0.057
C25 -4.282 0.795 -2.473  -0.489
C26 -5.385 0.531 -3.492  -0.037
O9 -3.854 -0.461 -1.972  -0.092
H62 -3.371 2.580 -3.207  0.082
H63 -2.900 1.142 -4.141  0.084
H64 -2.244 1.491 -2.508  0.056
H65 -4.698 1.355 -1.628  0.133
H66 -5.527 1.408 -4.115  0.084
H67 -6.284 0.186 -2.994  0.084
H68 -5.019 -0.250 -4.165  0.069
H69 -3.118 -0.243 -1.322  0.067
C27 -0.863 -3.619 3.979  -0.047
C28 -1.474 -3.615 2.594  -0.448
C29 -1.566 -5.033 2.018  -0.041
O10 -2.795 -2.993 2.585  -0.122
H70 0.066 -4.196 3.916  0.094
H71 -1.518 -4.061 4.738  0.095
H72 -0.609 -2.622 4.337  0.045
H73 -0.832 -3.024 1.940  0.115
H74 -0.564 -5.369 1.726  0.083
H75 -2.117 -4.997 1.078  0.081
H76 -2.012 -5.718 2.736  0.085
H77 -3.351 -3.414 3.252  0.101
C30 0.481 0.848 -3.947  -0.054
C31 1.992 0.564 -3.954  -0.453
C32 2.271 -0.640 -3.066  -0.069
O11 2.430 0.338 -5.316  -0.050
H78 0.004 0.103 -4.604  0.076
H79 0.278 1.822 -4.399  0.087
H80 0.012 0.821 -2.965  0.054
H81 2.482 1.464 -3.570  0.128
H82 1.400 -1.306 -3.143  0.072
H83 2.310 -0.295 -2.028  0.051
H84 3.185 -1.185 -3.279  0.080
H85 1.770 -0.204 -5.763  0.079



The following is a DFT calculation (ωB97M-V/def2-TZVPD) of 2 unconnected molecules or ions with the total composition C3H8N2S.

Calculated values
energy above the lowest of the compared OMol25 structures with the same formula, charge and spin	104.99	kcal per mole
2S+1	1
orbital gap	6.0	eV
charge	0

Each line ends with the natural charge from an NBO analysis.
Element x y z (Å)
C1 0.646 -3.028 -1.056  -0.180
C2 -1.373 0.847 0.002  -0.415
C3 0.720 1.913 0.700  -0.418
N1 1.206 -1.942 -0.981  -0.386
N2 -0.147 0.766 0.748  -0.535
S1 0.386 -0.639 1.346  0.345
H1 0.774 -3.635 -1.963  0.169
H2 0.023 -3.504 -0.297  0.167
H3 -2.007 1.646 0.398  0.197
H4 -1.171 1.051 -1.055  0.201
H5 -1.900 -0.101 0.081  0.226
H6 0.123 2.827 0.657  0.200
H7 1.343 1.926 1.596  0.221
H8 1.376 1.873 -0.176  0.206



| no. | LUMO (eV) |
| --- | --- |
| 1 | 5.472 |
| 2 | 4.177 |
| 3 | -0.341 |
| 4 | -1.180 |